A molecular structure, C5H8NO2. Source: OMol25; level of theory: the ωB97M-V functional and the def2-TZVPD basis.

ORCA input file:
```
! RIJCOSX wB97M-V def2-TZVPD def2/J DEFGRID3
* xyz -1 1
O 0.03525 -2.51196 0.21779
C -0.21647 -2.14863 -1.02768
O -0.56553 -2.87894 -1.95289
C 0.00411 -0.61731 -1.25126
C 0.48588 0.03624 0.08594
C 0.56806 1.51770 0.22420
C -0.48195 2.41997 2.07475
N 0.65946 1.90114 1.61676
H 0.48992 -0.34703 -2.18875
H -1.08038 -0.21739 -1.34264
H 1.27105 -0.53368 0.54187
H -0.34978 -0.16279 0.77225
H -0.39153 1.96968 -0.12777
H 1.31165 1.95478 -0.49590
H -0.69604 1.74691 2.92215
H -1.04369 -2.12870 -0.06880
*
```

Properties
Orbital gap: 4.148 eV
Energy: -10893.825 eV
M: 114.12 u
ΔE to the lowest compared entry with this formula, charge and spin: 719.5 kJ/mol

These are the natural (NBO) partial charges, in e, on atoms 1 to 4: number 1, O, carries -0.5392; number 2, C, carries 0.6046; number 3, O, carries -0.5923; number 4, C, carries -0.5079

A gas-phase ion, C5H8NO2 (charge -1). Source: OMol25; level of theory: the ωB97M-V functional and the def2-TZVPD basis.

ORCA input file:
```
! RIJCOSX wB97M-V def2-TZVPD def2/J DEFGRID3
* xyz -1 1
C -1.22739 0.79170 1.00782
C -1.92506 0.09141 -0.82492
C 0.57060 -0.45492 -0.58644
C -0.76698 -0.33826 0.00980
C 1.87920 -0.30235 0.13247
N -0.63280 -1.65412 0.53617
O -1.43413 -2.55056 0.06165
O -2.28182 1.15508 0.08545
H -1.57350 0.28069 1.88861
H -0.59626 1.80860 1.16491
H -1.61772 0.58073 -1.71061
H -2.69669 -0.55567 -1.11274
H 0.55717 -1.08728 -1.45102
H 2.34461 0.68011 -0.31644
H 2.34700 -1.28889 0.27856
H 1.79432 0.10952 1.17190
*
```

Properties
Orbital gap (alpha / beta): 5.827 / 6.015 eV
Energy: -10894.506 eV
M: 114.12 u
ΔE to the lowest compared entry with this formula, charge and spin: 653.7 kJ/mol

These are the natural (NBO) partial charges, in e, on atoms 1 to 4: number 1, C, carries -0.0530; number 2, C, carries -0.0605; number 3, C, carries -0.3685; number 4, C, carries -0.0567

A gas-phase ion, C5H8NO3P (charge -2). Source: OMol25; level of theory: the ωB97M-V functional and the def2-TZVPD basis.

ORCA input file:
```
! RIJCOSX wB97M-V def2-TZVPD def2/J DEFGRID3
* xyz -2 1
C 1.24774 0.45463 0.95938
C 1.67861 0.42566 -0.54010
C 0.58213 0.25133 -1.49030
C -1.03360 0.84138 0.82049
C -2.14342 -0.12641 1.06289
N 0.08243 0.55778 1.39324
O -0.49635 3.44399 0.94281
O -2.37217 2.53337 -0.64981
O -2.66039 2.59635 1.96028
P -1.71073 2.60896 0.69867
H 2.06042 0.58479 1.70188
H 2.23934 1.26302 -0.96413
H 2.39757 -0.42857 -0.68083
H 0.12618 1.20787 -1.71073
H -0.11202 -0.55763 -1.21224
H -2.47481 -0.63225 0.20441
H -2.94535 0.45640 1.44376
H -1.68728 -0.90436 1.71278
*
```

Properties
Orbital gap (alpha / beta): 5.689 / 5.692 eV
Energy: -22233.470 eV
M: 161.10 u
ΔE to the lowest compared entry with this formula, charge and spin: 346.2 kJ/mol

These are the natural (NBO) partial charges, in e, on atoms 1 to 4: number 1, C, carries 0.1323; number 2, C, carries -0.5256; number 3, C, carries -0.8411; number 4, C, carries 0.1107

C5H8NO4 in the gas phase. Source: OMol25; level of theory: the ωB97M-V functional and the def2-TZVPD basis.

ORCA input file:
```
! RIJCOSX wB97M-V def2-TZVPD def2/J DEFGRID3
* xyz 0 2
H -1.61323 -1.11030 -1.26985
C -1.21886 -1.78053 -0.42805
C -0.45793 -0.82656 0.41101
C -1.18792 0.15828 1.03364
C -1.10841 1.54564 0.36896
O -1.14015 1.31801 -0.96755
C 0.94733 -0.53476 -0.11224
O 1.35748 0.64713 0.51134
N 2.73117 0.93769 -0.08968
O 3.32159 1.84692 0.45347
O 3.04563 0.19588 -1.00400
H -2.06199 -2.21552 0.11428
H -0.61007 -2.59078 -0.83744
H -2.09022 -0.05487 1.61651
H -2.10916 1.99833 0.44861
H -0.34095 2.19586 0.85540
H 1.65393 -1.34754 0.09429
H 0.88176 -0.38289 -1.19868
*
```

Properties
Orbital gap (alpha / beta): 8.618 / 7.024 eV
Energy: -14985.759 eV
M: 146.12 u
<S²>: 0.7583
ΔE to the lowest compared entry with this formula, charge and spin: 147.8 kJ/mol

These are the natural (NBO) partial charges, in e, on atoms 1 to 4: number 1, H, carries 0.2426; number 2, C, carries -0.6515; number 3, C, carries 0.0415; number 4, C, carries -0.2218